1.
{
  "formula": "C45H51N9O15",
  "method": "wB97M-V/def2-TZVPD",
  "symbols": ["O", "O", "O", "O", "O", "O", "O", "O", "O", "O", "O", "O", "O", "O", "O", "N", "N", "N", "N", "N", "N", "N", "N", "N", "C", "C", "C", "C", "C", "C", "C", "C", "C", "C", "C", "C", "C", "C", "C", "C", "C", "C", "C", "C", "C", "C", "C", "C", "C", "C", "C", "C", "C", "C", "C", "C", "C", "C", "C", "C", "C", "C", "C", "C", "C", "C", "C", "C", "C", "H", "H", "H", "H", "H", "H", "H", "H", "H", "H", "H", "H", "H", "H", "H", "H", "H", "H", "H", "H", "H", "H", "H", "H", "H", "H", "H", "H", "H", "H", "H", "H", "H", "H", "H", "H", "H", "H", "H", "H", "H", "H", "H", "H", "H", "H", "H", "H", "H", "H", "H"],
  "xyz": [[19.909, 16.214, 14.615], [14.832, 8.496, 13.557], [20.876, 9.846, 12.139], [20.531, 12.753, 12.638], [20.250, 14.706, 18.697], [16.633, 11.978, 15.968], [21.283, 14.418, 20.561], [13.509, 14.101, 16.963], [15.262, 9.642, 11.799], [21.822, 7.612, 14.009], [22.525, 13.487, 12.916], [18.709, 12.505, 9.371], [13.699, 15.569, 15.406], [21.769, 16.740, 15.579], [20.498, 7.105, 12.420], [13.062, 14.887, 16.182], [18.492, 10.259, 9.057], [16.937, 11.884, 13.712], [14.700, 9.482, 12.826], [20.726, 7.479, 13.561], [20.891, 15.923, 15.270], [21.373, 13.628, 12.573], [20.401, 14.172, 19.786], [22.866, 10.769, 11.563], [19.575, 7.726, 14.414], [18.675, 8.340, 16.545], [17.258, 7.377, 14.857], [18.323, 7.252, 14.002], [22.614, 10.286, 10.212], [9.570, 14.833, 17.472], [21.885, 10.462, 12.487], [21.401, 11.947, 16.434], [19.728, 8.308, 15.655], [19.699, 12.405, 21.268], [11.613, 15.071, 16.250], [18.652, 11.375, 9.835], [21.363, 16.983, 11.059], [17.596, 11.724, 19.605], [11.006, 15.965, 15.385], [19.232, 15.808, 10.665], [13.790, 10.556, 13.300], [8.938, 15.630, 16.503], [13.367, 10.549, 14.604], [18.862, 11.303, 21.604], [18.367, 12.817, 19.305], [22.267, 14.137, 16.175], [20.050, 16.961, 10.526], [24.135, 11.427, 11.778], [13.349, 11.436, 12.330], [19.931, 13.617, 15.638], [11.923, 12.328, 14.035], [12.403, 11.467, 14.983], [10.906, 14.486, 17.290], [17.836, 10.968, 20.779], [9.675, 16.206, 15.483], [20.182, 12.322, 15.928], [12.373, 12.353, 12.699], [18.257, 10.436, 7.617], [18.598, 8.859, 9.510], [17.434, 7.838, 16.157], [21.785, 15.945, 11.862], [16.796, 12.573, 12.405], [20.992, 14.531, 15.796], [20.900, 14.888, 12.052], [17.602, 10.600, 13.679], [19.429, 13.143, 20.166], [19.650, 14.828, 11.464], [16.423, 12.421, 14.848], [22.463, 12.795, 16.504], [17.756, 12.873, 12.046], [8.940, 14.384, 18.240], [18.654, 8.843, 10.563], [15.900, 13.342, 14.632], [16.642, 7.640, 16.872], [23.411, 12.476, 16.893], [18.180, 13.307, 18.372], [18.282, 6.767, 13.029], [18.955, 11.212, 10.889], [19.495, 8.428, 9.052], [23.051, 14.875, 16.345], [11.427, 13.860, 18.021], [22.372, 9.195, 10.290], [16.278, 11.933, 11.638], [16.948, 9.911, 13.167], [13.841, 9.899, 15.323], [18.307, 15.699, 10.158], [18.635, 10.670, 13.228], [11.073, 12.964, 14.314], [17.695, 8.261, 9.186], [24.306, 11.636, 12.827], [19.711, 17.741, 9.865], [12.157, 11.579, 16.028], [19.276, 11.674, 15.873], [19.176, 13.888, 11.430], [17.278, 10.008, 7.371], [16.721, 11.521, 19.051], [18.847, 8.743, 17.533], [18.990, 14.033, 15.336], [21.703, 10.706, 9.753], [24.244, 12.318, 11.151], [18.845, 10.745, 22.528], [11.590, 16.481, 14.660], [16.302, 7.033, 14.589], [13.845, 11.461, 11.360], [16.213, 13.488, 12.615], [20.724, 8.707, 15.894], [18.974, 9.837, 7.045], [21.531, 10.924, 16.691], [24.902, 10.738, 11.449], [22.062, 10.829, 13.468], [17.792, 10.282, 14.709], [18.244, 11.521, 7.381], [12.010, 13.064, 12.013], [23.494, 10.410, 9.549], [22.742, 15.920, 12.355], [22.041, 17.847, 10.972], [9.264, 16.873, 14.762], [7.890, 15.859, 16.716], [17.269, 10.057, 20.913], [20.574, 12.609, 21.851]],
  "smiles": "O=[N+]([O-])c1ccccc1.O=[N+]([O-])c1ccccc1.O=[N+]([O-])c1ccccc1.O=[N+]([O-])c1ccccc1.O=[N+]([O-])c1ccccc1.O=[N+]([O-])c1ccccc1.CN(C)C=O.CN(C)C=O.CN(C)C=O",
  "energy_ev": -91598.3445,
  "orbital_gap_ev": 8.01,
  "total_charge": 0,
  "spin_multiplicity": 1,
  "e_above_lowest_ev": 0.078
}


2.
{
  "formula": "C45H54AgGeI2N3OSi2Te",
  "method": "wB97M-V/def2-TZVPD",
  "symbols": ["I", "I", "Te", "Ag", "Ge", "Si", "Si", "O", "N", "N", "N", "C", "C", "C", "C", "C", "C", "C", "C", "C", "C", "C", "C", "C", "C", "C", "C", "C", "C", "C", "C", "C", "C", "C", "C", "C", "C", "C", "C", "C", "C", "C", "C", "C", "C", "C", "C", "C", "C", "C", "C", "C", "C", "C", "C", "C", "H", "H", "H", "H", "H", "H", "H", "H", "H", "H", "H", "H", "H", "H", "H", "H", "H", "H", "H", "H", "H", "H", "H", "H", "H", "H", "H", "H", "H", "H", "H", "H", "H", "H", "H", "H", "H", "H", "H", "H", "H", "H", "H", "H", "H", "H", "H", "H", "H", "H", "H", "H", "H", "H"],
  "xyz": [[8.024, 5.528, -1.713], [2.324, 6.472, -0.175], [-0.082, 2.427, -0.772], [0.906, 0.069, 0.310], [-1.322, -2.790, -0.567], [-2.229, 2.019, -3.296], [-1.623, 3.982, 1.812], [2.700, 3.423, 0.755], [2.516, -1.252, -0.833], [2.148, -0.003, 2.351], [4.442, 0.652, -0.241], [-1.331, -3.564, 1.245], [-2.014, -4.974, -4.142], [4.980, 3.037, 0.156], [2.334, 1.070, 3.121], [-2.090, 3.860, -3.650], [-1.817, -3.984, -3.189], [-0.384, -3.134, 2.170], [-0.277, 3.356, 2.941], [-3.062, 2.778, 1.840], [-4.513, -0.271, 0.636], [3.959, 5.166, -0.272], [-3.049, -1.812, -0.543], [6.143, 3.522, -0.403], [-2.328, -4.435, 1.683], [-3.313, -0.963, 0.535], [-2.362, -4.884, 2.998], [-2.047, -6.309, -3.759], [3.783, 3.842, 0.247], [-2.228, 5.662, 2.417], [2.785, 0.975, 4.430], [2.459, -1.205, 2.837], [-1.966, 1.679, -1.484], [-1.871, -6.637, -2.423], [-3.949, 1.456, -3.811], [-1.402, -4.452, 3.904], [6.229, 4.821, -0.897], [-0.960, 1.069, -4.291], [-1.681, -5.637, -1.476], [2.922, -1.389, 4.131], [1.685, -3.601, -0.895], [-0.414, -3.568, 3.489], [1.480, -2.180, -1.370], [-0.939, 4.192, 0.092], [0.083, -1.597, -1.024], [2.845, -3.989, -0.319], [-4.040, -1.948, -1.514], [3.071, -0.278, 4.946], [4.973, 1.629, 0.691], [-5.482, -0.412, -0.349], [5.127, 5.652, -0.828], [-5.243, -1.254, -1.425], [4.626, -0.711, 0.215], [-1.665, -4.290, -1.835], [3.904, -3.072, -0.066], [3.615, -1.721, -0.299], [-1.130, 4.255, -3.313], [-3.472, 2.693, 2.851], [2.373, -2.038, 2.145], [-3.102, -4.757, 0.993], [-1.408, 6.384, 2.422], [-1.757, -2.947, -3.508], [4.439, 1.617, 1.654], [3.427, -0.386, 5.965], [-0.109, 4.899, 0.136], [2.159, 2.027, 2.640], [-1.871, -7.677, -2.115], [-1.431, -4.795, 4.932], [-2.126, -4.705, -5.186], [5.622, -1.062, -0.079], [-3.881, -2.614, -2.356], [-4.720, 2.072, -3.341], [-2.192, -7.087, -4.500], [-2.748, 2.096, -0.848], [-3.144, -5.564, 3.318], [0.379, -2.443, 1.835], [1.569, -2.146, -2.476], [-4.078, 1.522, -4.895], [2.964, -5.034, -0.037], [-2.886, 4.415, -3.145], [4.609, -0.767, 1.318], [3.169, -2.384, 4.477], [2.918, 1.873, 5.019], [-3.874, 3.079, 1.173], [0.925, -4.343, -1.122], [0.055, 1.288, -3.950], [-1.944, 0.602, -1.298], [-1.021, 1.313, -5.355], [5.172, 6.668, -1.198], [-1.117, -0.007, -4.178], [-2.179, 4.053, -4.723], [-2.625, 5.595, 3.434], [6.008, 1.342, 0.906], [-4.120, 0.421, -3.505], [0.332, -3.212, 4.191], [-6.417, 0.132, -0.277], [-5.993, -1.373, -2.199], [-0.551, 3.465, 3.994], [-3.018, 6.056, 1.773], [-0.310, -1.018, -1.875], [4.848, -3.375, 0.370], [7.005, 2.866, -0.454], [0.663, 3.883, 2.755], [3.461, 0.813, -0.448], [-4.689, 0.383, 1.481], [-1.522, -5.916, -0.440], [-2.722, 1.787, 1.531], [-0.101, 2.297, 2.741], [-1.661, 4.573, -0.634], [-2.561, -0.839, 1.309]],
  "energy_ev": -153825.6868,
  "orbital_gap_ev": 4.04,
  "total_charge": -2,
  "spin_multiplicity": 1,
  "e_above_lowest_ev": 0.000
}


3.
{
  "formula": "C45H54IN3Ti",
  "method": "wB97M-V/def2-TZVPD",
  "symbols": ["I", "Ti", "N", "N", "N", "C", "C", "C", "C", "C", "C", "C", "C", "C", "C", "C", "C", "C", "C", "C", "C", "C", "C", "C", "C", "C", "C", "C", "C", "C", "C", "C", "C", "C", "C", "C", "C", "C", "C", "C", "C", "C", "C", "C", "C", "C", "C", "C", "C", "C", "H", "H", "H", "H", "H", "H", "H", "H", "H", "H", "H", "H", "H", "H", "H", "H", "H", "H", "H", "H", "H", "H", "H", "H", "H", "H", "H", "H", "H", "H", "H", "H", "H", "H", "H", "H", "H", "H", "H", "H", "H", "H", "H", "H", "H", "H", "H", "H", "H", "H", "H", "H", "H", "H"],
  "xyz": [[3.460, 0.127, 0.793], [0.496, 0.165, 0.569], [0.583, -1.802, -0.375], [-1.455, 0.370, -0.414], [0.329, 0.092, 2.267], [3.591, 4.310, -2.068], [-3.330, 1.938, 0.235], [1.711, 4.420, -0.533], [-0.482, -2.588, -0.774], [3.666, -3.500, -1.638], [2.601, -2.595, -1.608], [-0.324, -3.894, -1.277], [-0.331, -0.980, 4.360], [-5.338, 0.712, 1.136], [3.994, -4.296, -0.561], [1.268, -0.831, -3.026], [-2.699, -4.313, -1.355], [-3.664, 3.922, -1.154], [2.365, -3.143, 3.186], [-0.257, 2.931, -3.550], [-1.392, -4.747, -1.562], [2.683, 5.046, -1.360], [0.717, 2.310, 0.391], [1.682, 2.995, -0.422], [3.710, -1.030, -3.232], [0.750, 5.176, 0.175], [-3.947, 1.272, 1.475], [-0.172, 4.536, 0.955], [1.800, 0.298, 4.195], [-0.360, 1.517, 4.147], [3.585, 2.895, -1.972], [-3.988, 3.136, -0.071], [0.351, 0.230, 3.696], [2.177, -3.307, 0.678], [-3.178, 0.226, 2.268], [-0.171, 3.129, 1.059], [-2.233, 1.549, -0.574], [-1.660, 0.853, -3.681], [-2.903, -3.014, -0.946], [-1.840, -2.088, -0.724], [-2.216, -0.754, -0.553], [2.424, -1.815, -2.916], [0.409, -4.340, 2.175], [1.809, -2.531, -0.446], [-0.947, 1.833, -2.744], [3.255, -4.174, 0.604], [-2.647, 3.495, -1.992], [2.651, 2.314, -1.182], [1.412, -3.197, 1.988], [-1.943, 2.337, -1.722], [0.291, -1.291, -2.900], [-0.186, 1.278, -2.204], [-1.413, 1.511, 3.860], [-1.190, -5.751, -1.920], [1.309, -0.360, -4.014], [3.522, -4.775, 1.465], [0.118, 2.382, 3.685], [0.113, 3.724, -2.905], [-2.403, 4.075, -2.873], [-0.317, -4.371, 1.365], [-3.916, -2.642, -0.823], [3.140, -2.390, 3.028], [4.245, -3.590, -2.551], [0.860, -2.256, 1.959], [2.309, 1.155, 3.752], [0.143, -1.901, 4.018], [-0.130, -4.220, 3.120], [-3.285, -0.582, -0.666], [-2.497, 1.354, -4.179], [0.674, -4.287, -1.411], [-5.246, -0.150, 0.472], [-0.295, 1.618, 5.235], [-0.928, 2.682, 1.695], [0.753, 6.258, 0.082], [2.686, 6.130, -1.419], [0.934, -5.301, 2.200], [4.597, -1.663, -3.265], [0.597, 2.510, -4.087], [2.283, -2.574, -3.698], [3.612, -0.527, -4.198], [-4.108, 2.109, 2.166], [-3.543, -4.972, -1.530], [2.849, -4.108, 3.359], [-5.842, 0.381, 2.048], [-4.202, 4.843, -1.350], [2.349, -0.598, 3.902], [-3.601, 0.187, 3.277], [-1.384, -1.029, 4.094], [4.329, 4.804, -2.691], [4.324, 2.309, -2.508], [-0.977, 0.479, -4.447], [1.390, -0.038, -2.289], [3.863, -0.274, -2.461], [-2.051, 0.000, -3.124], [-4.791, 3.458, 0.586], [-2.118, 0.451, 2.338], [-3.263, -0.769, 1.835], [-5.968, 1.454, 0.641], [1.814, -2.890, 4.096], [-0.921, 5.109, 1.492], [1.817, 0.391, 5.286], [4.824, -4.991, -0.621], [-0.243, -0.922, 5.451], [-0.932, 3.372, -4.291]],
  "energy_ev": -83229.4150,
  "orbital_gap_ev": [3.98, 6.13],
  "total_charge": -2,
  "spin_multiplicity": 3,
  "s2": 2.0459
}